i.
{"formula": "C3H11NO3", "method": "wB97M-V/def2-TZVPD", "orbital_gap_ha": 0.389, "smiles": "CCNC=O.O.O", "spin_multiplicity": 1, "lumo_energy_ev": 0.9, "elements": ["C", "C", "N", "C", "O", "H", "H", "H", "H", "H", "H", "H", "O", "H", "H", "O", "H", "H"], "xyz": [[2.362, -0.187, 0.039], [1.408, -0.471, 1.288], [0.148, -0.051, 0.804], [-0.777, 0.869, 1.255], [-1.697, 1.060, 0.540], [3.402, -0.015, 0.311], [1.856, 0.650, -0.500], [2.284, -1.046, -0.634], [1.510, -1.485, 1.585], [1.643, 0.126, 2.120], [-0.434, -0.626, 0.120], [-0.865, 1.351, 2.243], [-2.414, -1.230, -0.800], [-1.992, -1.240, -1.596], [-2.627, -0.347, -0.584], [-1.129, 0.595, -2.233], [-0.833, 0.955, -1.490], [-1.845, 1.093, -2.467]], "lowdin_charge": [-0.0616, -0.2269, -0.0136, -0.3334, 0.0015, 0.0597, 0.0761, 0.0645, 0.0974, 0.0952, 0.1543, 0.1447, -0.0145, -0.0314, -0.0127, 0.0439, -0.0599, 0.0169]}


ii.
{"formula": "C3H11NO3", "method": "wB97M-V/def2-TZVPD", "orbital_gap_ha": 0.332, "smiles": "NCCC=O.O.O", "spin_multiplicity": 1, "lumo_energy_ev": 0.5, "elements": ["N", "C", "C", "C", "O", "H", "H", "H", "H", "H", "H", "H", "O", "H", "H", "O", "H", "H"], "xyz": [[1.039, -0.357, 1.549], [0.259, 0.787, 1.565], [-0.309, 1.248, 0.132], [-0.996, 2.613, 0.106], [-1.787, 2.891, -0.816], [1.482, -0.537, 2.381], [0.783, -1.208, 1.028], [-0.529, 0.918, 2.282], [0.857, 1.620, 2.071], [-0.875, 0.465, -0.315], [0.574, 1.298, -0.464], [-0.972, 3.394, 1.037], [0.264, -1.310, -2.876], [0.388, -1.930, -3.605], [0.480, -0.464, -3.265], [-0.134, -2.976, 0.050], [0.156, -2.698, -0.824], [-0.679, -3.755, -0.036]], "lowdin_charge": [0.0099, -0.3318, -0.1256, -0.2289, -0.0141, 0.0403, 0.0640, 0.0807, 0.1241, 0.0989, 0.0969, 0.1574, -0.0486, 0.0430, 0.0354, -0.0506, 0.0135, 0.0354]}


iii.
{"formula": "C3H11NO3", "method": "wB97M-V/def2-TZVPD", "orbital_gap_ha": 0.368, "smiles": "CN(C)C=O.O.O", "spin_multiplicity": 1, "lumo_energy_ev": 0.5, "elements": ["C", "N", "C", "C", "O", "H", "H", "H", "H", "H", "H", "H", "O", "H", "H", "O", "H", "H"], "xyz": [[-0.382, -1.361, 0.903], [-1.275, -0.241, 0.634], [-1.207, 0.377, -0.689], [-2.402, -0.164, 1.410], [-2.641, -1.022, 2.239], [0.528, -1.232, 0.303], [-0.839, -2.326, 0.693], [0.031, -1.228, 1.907], [-2.075, 0.068, -1.288], [-0.314, 0.036, -1.183], [-1.266, 1.471, -0.664], [-3.007, 0.741, 1.316], [3.199, 0.115, -2.065], [4.022, 0.611, -2.156], [2.654, 0.834, -1.688], [1.711, 1.489, 0.005], [1.359, 0.764, -0.522], [1.906, 1.067, 0.844]], "lowdin_charge": [-0.0557, -0.1930, -0.0627, -0.3297, 0.0171, 0.0745, 0.0967, 0.0965, 0.0913, 0.0634, 0.0933, 0.1356, -0.0734, 0.0411, 0.0028, -0.0427, -0.0118, 0.0568]}


iv.
{"formula": "C3H11NO3", "method": "wB97M-V/def2-TZVPD", "orbital_gap_ha": 0.390, "smiles": "CCC(N)=O.O.O", "spin_multiplicity": 1, "lumo_energy_ev": 0.7, "elements": ["C", "C", "C", "N", "O", "H", "H", "H", "H", "H", "H", "H", "O", "H", "H", "O", "H", "H"], "xyz": [[-1.122, -0.768, 2.001], [0.138, -0.506, 1.170], [0.556, 0.934, 0.949], [0.268, 1.843, 1.909], [1.307, 1.198, 0.029], [-1.298, -1.834, 2.101], [-1.129, -0.242, 2.965], [-1.965, -0.285, 1.484], [-0.007, -1.000, 0.219], [1.044, -0.958, 1.568], [-0.543, 1.711, 2.498], [0.699, 2.748, 1.895], [-0.442, -2.553, -2.224], [-1.207, -2.843, -2.728], [-0.342, -1.615, -2.436], [-0.130, 0.307, -2.955], [-0.051, 0.960, -3.657], [0.141, 0.789, -2.157]], "lowdin_charge": [-0.0993, -0.1584, -0.5566, 0.1687, 0.0322, 0.0742, 0.0620, 0.0812, 0.0986, 0.1251, 0.0907, 0.1086, -0.0707, 0.0299, -0.0162, -0.0506, 0.0492, 0.0314]}


Stability order, top to bottom: iv, iii, i, ii


i.
{"formula": "C3H11NO3", "method": "wB97M-V/def2-TZVPD", "orbital_gap_ha": 0.383, "smiles": "CCC(N)=O.O.O", "spin_multiplicity": 1, "lumo_energy_ev": 0.4, "elements": ["C", "C", "C", "N", "O", "H", "H", "H", "H", "H", "H", "H", "O", "H", "H", "O", "H", "H"], "xyz": [[-0.184, 1.562, 1.520], [-0.577, 1.850, 0.111], [0.018, 0.822, -0.900], [-0.461, -0.454, -0.924], [0.633, 1.278, -1.859], [-0.445, 2.278, 2.341], [-0.367, 0.548, 1.837], [0.901, 1.549, 1.636], [-0.176, 2.783, -0.280], [-1.644, 1.750, -0.052], [-1.234, -0.727, -0.343], [-0.421, -0.819, -1.867], [0.960, -1.577, -3.323], [1.037, -0.586, -3.374], [1.309, -1.583, -2.418], [0.218, -2.702, 2.932], [-0.348, -2.508, 2.184], [0.782, -3.463, 2.780]], "lowdin_charge": [-0.1188, -0.1651, -0.5125, 0.1541, 0.0311, 0.0912, 0.0555, 0.0779, 0.1134, 0.1108, 0.1022, 0.0769, -0.0870, 0.0469, 0.0282, -0.0571, 0.0185, 0.0337]}


ii.
{"formula": "C3H11NO3", "method": "wB97M-V/def2-TZVPD", "orbital_gap_ha": 0.359, "smiles": "CN(C)C=O.O.O", "spin_multiplicity": 1, "lumo_energy_ev": 0.4, "elements": ["C", "N", "C", "C", "O", "H", "H", "H", "H", "H", "H", "H", "O", "H", "H", "O", "H", "H"], "xyz": [[0.758, 0.630, 1.465], [1.057, -0.513, 2.341], [2.012, -1.503, 1.860], [0.099, -0.906, 3.227], [-0.708, -0.196, 3.776], [0.234, 0.198, 0.612], [1.668, 0.933, 0.926], [0.498, 1.495, 2.048], [2.501, -1.104, 0.987], [1.556, -2.472, 1.586], [2.644, -1.834, 2.683], [0.191, -1.996, 3.427], [-1.532, 2.237, -6.043], [-1.669, 2.078, -5.106], [-2.280, 2.717, -6.426], [-2.311, 0.469, -2.518], [-1.605, -0.184, -2.429], [-3.115, -0.050, -2.417]], "lowdin_charge": [-0.0383, -0.2023, -0.0697, -0.3639, 0.0326, 0.0922, 0.0793, 0.0893, 0.0780, 0.0846, 0.0850, 0.1346, -0.0666, 0.0192, 0.0375, -0.0600, 0.0334, 0.0349]}


Stability order, top to bottom: i, ii


i.
{"formula": "C3H11NO3", "method": "wB97M-V/def2-TZVPD", "orbital_gap_ha": 0.168, "spin_multiplicity": 1, "lumo_energy_ev": -4.6, "elements": ["C", "C", "O", "N", "C", "O", "H", "H", "H", "H", "H", "H", "H", "H", "H", "H", "H", "O"], "xyz": [[1.096, 0.205, -0.313], [0.066, 1.333, -0.002], [0.163, 1.739, 1.326], [0.659, -1.118, 0.120], [-0.652, -1.431, -0.407], [-0.507, 0.909, -2.458], [2.060, 0.546, 0.157], [1.238, 0.156, -1.412], [0.174, 2.193, -0.640], [-0.964, 0.978, -0.172], [-0.132, 0.891, 1.899], [0.450, -1.023, 1.179], [-0.831, -0.826, -1.209], [-1.472, -1.030, 0.217], [-0.147, 0.370, -3.192], [-0.008, -0.869, 3.105], [-0.830, -2.511, -0.534], [-0.363, -0.512, 2.336]], "lowdin_charge": [-0.1314, -0.2610, -0.0185, 0.0244, -0.0794, -0.2311, 0.1462, 0.1441, 0.1177, 0.1224, 0.0542, 0.0740, 0.0178, 0.1230, -0.0209, -0.0180, 0.1150, -0.1784]}


ii.
{"formula": "C3H11NO3", "method": "wB97M-V/def2-TZVPD", "orbital_gap_ha": 0.342, "smiles": "C[C@H](N)C=O.O.O", "spin_multiplicity": 1, "lumo_energy_ev": 0.2, "elements": ["C", "C", "N", "C", "O", "H", "H", "H", "H", "H", "H", "H", "O", "H", "H", "O", "H", "H"], "xyz": [[1.548, -2.924, 0.211], [0.000, -2.398, 0.135], [-0.455, -1.393, -0.730], [-0.179, -1.748, 1.511], [-0.657, -2.417, 2.436], [1.825, -3.471, -0.722], [2.057, -1.939, -0.094], [1.837, -3.288, 1.168], [-0.557, -3.328, 0.155], [-0.214, -0.431, -0.828], [-0.232, -1.895, -1.556], [-0.308, -0.532, 1.403], [-0.138, 2.094, 0.562], [0.470, 2.222, 1.297], [-0.432, 3.011, 0.179], [-1.759, 6.408, -1.536], [-0.797, 6.445, -1.662], [-2.007, 5.583, -1.928]], "lowdin_charge": [-0.0392, -0.4392, 0.0433, -0.2227, 0.0188, 0.0690, 0.0857, 0.0525, 0.1327, 0.0670, 0.0678, 0.1551, -0.1108, 0.0259, 0.0940, -0.0543, 0.0406, 0.0136]}


iii.
{"formula": "C3H11NO3", "method": "wB97M-V/def2-TZVPD", "orbital_gap_ha": 0.396, "smiles": "CNC(C)=O.O.O", "spin_multiplicity": 1, "lumo_energy_ev": 0.7, "elements": ["C", "N", "C", "C", "O", "H", "H", "H", "H", "H", "H", "H", "O", "H", "H", "O", "H", "H"], "xyz": [[1.594, -0.619, 1.675], [1.652, 0.728, 1.141], [1.357, 1.017, -0.174], [1.446, -0.186, -1.080], [1.068, 2.135, -0.538], [2.522, -1.171, 1.562], [0.733, -1.187, 1.335], [1.367, -0.546, 2.743], [1.342, 1.441, 1.785], [0.622, -0.853, -1.020], [1.491, 0.157, -2.115], [2.347, -0.780, -0.929], [-4.415, -0.768, -1.095], [-3.505, -0.533, -0.861], [-4.600, -1.507, -0.514], [-1.814, 0.546, -0.505], [-2.288, 1.241, -0.985], [-0.917, 0.885, -0.424]], "lowdin_charge": [-0.0996, 0.0114, -0.5665, -0.0119, 0.0558, 0.0831, 0.0819, 0.0882, 0.1348, 0.0672, 0.0937, 0.0873, -0.0643, -0.0110, 0.0281, -0.0468, 0.0654, 0.0031]}


Stability order, top to bottom: iii, ii, i


i.
{"formula": "C11H12N2O2", "method": "wB97M-V/def2-TZVPD", "orbital_gap_ha": 0.301, "smiles": "Cc1c(O)c(=O)n(-c2ccccc2)n1C", "spin_multiplicity": 1, "lumo_energy_ev": 0.6, "elements": ["C", "C", "C", "O", "C", "O", "N", "C", "C", "C", "C", "C", "C", "N", "C", "H", "H", "H", "H", "H", "H", "H", "H", "H", "H", "H", "H"], "xyz": [[3.276, -0.641, 0.254], [2.122, 0.265, 0.026], [2.120, 1.639, 0.217], [3.203, 2.324, 0.735], [0.934, 2.263, -0.140], [0.393, 3.324, -0.189], [0.056, 0.821, -0.713], [-1.260, 0.767, -0.275], [-2.141, 1.715, -0.798], [-3.459, 1.731, -0.392], [-3.923, 0.799, 0.524], [-3.053, -0.143, 1.041], [-1.726, -0.161, 0.657], [0.940, -0.187, -0.418], [0.695, -1.519, -0.907], [3.661, -1.016, -0.694], [4.063, -0.085, 0.755], [2.989, -1.495, 0.865], [2.956, 3.252, 0.815], [-1.761, 2.434, -1.505], [-4.132, 2.473, -0.793], [-4.957, 0.812, 0.836], [-3.401, -0.868, 1.764], [-1.051, -0.881, 1.097], [1.442, -1.808, -1.653], [0.723, -2.245, -0.091], [-0.291, -1.539, -1.367]], "lowdin_charge": [0.0119, -0.1902, -0.2235, 0.0475, -0.2327, 0.1045, 0.0618, -0.2569, -0.0233, -0.0831, -0.1042, -0.0947, -0.0346, -0.1412, -0.0175, 0.0940, 0.0864, 0.0904, 0.1077, 0.1115, 0.1024, 0.0969, 0.1007, 0.1018, 0.0941, 0.0922, 0.0980]}


ii.
{"formula": "C11H12N2O2", "method": "wB97M-V/def2-TZVPD", "orbital_gap_ha": 0.341, "smiles": "C[C@@H](Cn1cnc2ccccc21)C(=O)O", "spin_multiplicity": 1, "lumo_energy_ev": 0.7, "elements": ["C", "C", "C", "N", "C", "N", "C", "C", "C", "C", "C", "C", "C", "O", "O", "H", "H", "H", "H", "H", "H", "H", "H", "H", "H", "H", "H"], "xyz": [[-3.550, 0.437, 0.299], [-2.119, 0.474, -0.228], [-1.147, 0.942, 0.877], [0.191, 1.089, 0.383], [0.708, 2.184, -0.246], [1.916, 2.027, -0.683], [2.257, 0.740, -0.349], [3.432, 0.032, -0.572], [3.492, -1.269, -0.119], [2.418, -1.863, 0.546], [1.242, -1.180, 0.782], [1.172, 0.127, 0.323], [-1.690, -0.913, -0.669], [-1.876, -1.921, -0.043], [-1.051, -0.885, -1.839], [-3.633, -0.307, 1.087], [-4.240, 0.171, -0.498], [-3.835, 1.408, 0.695], [-2.033, 1.147, -1.085], [-1.150, 0.213, 1.692], [-1.487, 1.907, 1.264], [0.146, 3.094, -0.347], [4.260, 0.497, -1.083], [4.390, -1.847, -0.278], [2.510, -2.884, 0.885], [0.416, -1.651, 1.294], [-0.742, -1.770, -2.091]], "lowdin_charge": [-0.0446, -0.2587, -0.0933, -0.0239, -0.1410, 0.1225, -0.2376, -0.0173, -0.0996, -0.0922, -0.0221, -0.1712, -0.5318, 0.1140, 0.1313, 0.0871, 0.0884, 0.0816, 0.1475, 0.1427, 0.1361, 0.1295, 0.1092, 0.0974, 0.1000, 0.1053, 0.1408]}


Stability order, top to bottom: ii, i